{"formula": "C2H3FN", "method": "wB97M-V/def2-TZVPD", "elements": ["C", "C", "N", "F", "H", "H", "H"], "coordinates": [[0.693, 1.473, 0.258], [0.266, 0.220, 0.162], [0.748, 2.817, 1.081], [1.724, 3.561, 0.990], [0.441, -0.297, 0.995], [0.684, -0.183, -0.782], [-0.704, -0.014, -0.237]], "forces_ev_per_a": [[0.79, 10.42, 4.28], [-0.81, -0.76, -2.89], [-3.25, -9.32, -4.21], [2.85, 1.87, -0.34], [0.99, -2.69, 3.31], [0.89, -0.15, -0.01], [-1.46, 0.63, -0.15]], "smiles": "CC#[N+]F", "total_charge": 1, "relative_energy_kj_mol": 649.4, "total_energy_ha": -232.024012, "homo_ev": [-16.63, -16.79], "orbital_gap_ev": [8.22, 8.52]}